1.
# C4H11NO2

A 2-piece molecular cluster, C4H11NO2 overall in a non-equilibrium geometry (ωB97M-V with the def2-TZVPD basis set, the Open Molecules 2025 dataset).

Values from the calculation:
Kohn-Sham gap, Eh: 0.3691
SMILES: CNC(C)=O.CO
Max |F|, hartree/bohr: 0.135
LUMO, eV: 0.59
Charge: 0

Each line ends with the natural charge from an NBO analysis.
Element x y z (Å)
C -0.41264 3.41548 -1.43245  -0.450
N -0.52389 1.96641 -1.94849  -0.661
C -0.50520 0.92298 -1.05055  0.672
C -0.86134 -0.43988 -1.67906  -0.689
O -0.22028 1.26605 0.07604  -0.631
H -0.01888 3.42572 -0.32448  0.275
H 0.31161 4.03936 -2.22576  0.202
H -1.57040 3.94326 -1.74614  0.196
H -0.67370 1.91105 -2.99635  0.393
H -0.77006 -0.45059 -2.67691  0.215
H -2.03711 -0.46133 -1.50392  0.237
H -0.36755 -1.28508 -1.02766  0.241
C 0.73704 -3.46237 3.17406  -0.254
O 1.82170 -3.08906 2.42563  -0.689
H 0.81443 -4.31205 3.87411  0.186
H 0.13769 -2.69611 3.91506  0.137
H 0.00938 -3.57820 2.34727  0.151
H 1.27324 -2.33412 1.91883  0.468

2.
# C26H30B2F4N6NaO4S

C26H30B2F4N6NaO4S as an isolated structure (ωB97M-V with the def2-TZVPD basis set, the Open Molecules 2025 dataset).

Values from the calculation:
Kohn-Sham gap (spin up / spin down), Eh: 0.2255 / 0.2187
Max |F|, hartree/bohr: 0.011
LUMO (spin up / spin down), eV: -5.28 / -5.46
Charge: +1

Each line ends with the Mulliken charge.
Element x y z (Å)
Na -0.06909 1.00944 -0.77429  0.656
C 2.76588 2.73498 -2.92071  -1.631
C 2.29360 2.24190 -1.59649  0.541
N 1.28941 2.79481 -0.91356  0.032
O 0.52101 3.63585 -1.52590  -0.345
B -0.52683 4.37776 -0.49062  0.788
F -0.97070 5.42261 -1.21741  -0.317
F 0.29153 4.71602 0.58355  -0.391
O -1.66422 3.53613 -0.10658  -0.585
N -1.28510 2.39174 0.53974  0.346
C -2.19587 1.60584 0.97261  0.567
C -3.66218 1.88943 0.95282  -1.908
C -1.65571 0.29169 1.51294  0.468
N -0.40470 0.14354 1.31401  0.446
O 0.17762 -1.02014 1.73276  -0.472
B 1.60735 -0.86057 1.93710  0.684
F 2.16538 -2.02741 2.31368  -0.353
F 1.87879 0.22687 2.78560  -0.426
O 2.48079 -0.46742 0.59879  -0.272
N 2.11979 0.62562 0.04396  0.369
C 2.87931 1.10853 -0.94162  0.811
C 4.15759 0.49327 -1.39191  -1.829
C -2.53522 -0.70009 2.20184  -1.591
H 2.18354 3.59532 -3.23679  0.397
H 2.67964 1.94812 -3.67295  0.335
H 3.81962 3.01434 -2.86556  0.365
H -3.84562 2.87568 0.53699  0.464
H -4.07134 1.84037 1.96413  0.353
H -4.19357 1.14640 0.35507  0.379
H 4.41364 -0.35526 -0.76396  0.384
H 4.96365 1.22811 -1.35819  0.524
H 4.07526 0.15543 -2.42770  0.319
H -3.58059 -0.56640 1.93555  0.497
H -2.44413 -0.59152 3.28566  0.220
H -2.21722 -1.71109 1.95294  0.311
N 0.94156 2.82542 2.61754  -0.023
C -0.10829 3.10445 3.36098  0.430
C -0.72023 4.39619 3.34324  -0.368
C -1.82044 4.62146 4.12203  -0.680
C -2.33528 3.60172 4.93662  -0.450
C -1.73195 2.33305 4.97592  -0.651
C -0.63449 2.07503 4.20723  -0.189
H 1.28865 1.86323 2.58505  0.233
H 1.29741 3.47307 1.92298  0.248
H -0.31476 5.15860 2.69500  0.513
H -2.29854 5.59100 4.11100  0.437
H -3.20470 3.79749 5.54968  0.432
H -2.13433 1.56714 5.62479  0.458
H -0.13805 1.11180 4.21410  0.482
N 0.09562 -0.75408 -2.17626  -0.636
S -0.49227 -2.06990 -1.50207  0.431
C -1.25868 -3.08127 -2.75547  0.489
C -0.50741 -3.65525 -3.77315  -0.386
C -1.15290 -4.37879 -4.76074  -0.754
C -2.53486 -4.53111 -4.72243  -0.423
C -3.27545 -3.96119 -3.69864  -0.672
C -2.63625 -3.22788 -2.70778  -0.290
C 0.84984 -3.15999 -1.02564  0.632
C 2.14196 -2.89759 -1.44038  -0.001
C 3.16668 -3.74160 -1.03454  -0.656
C 2.88963 -4.82333 -0.21260  -0.554
C 1.58852 -5.06746 0.20965  -0.645
C 0.56037 -4.23229 -0.19405  -0.635
H 0.49160 -0.96786 -3.08906  0.214
H 0.57180 -3.55751 -3.78112  0.330
H -0.57889 -4.83448 -5.55627  0.402
H -3.03300 -5.10285 -5.49394  0.395
H -4.34932 -4.08615 -3.66842  0.402
H -3.20396 -2.77455 -1.90463  0.392
H 2.34307 -2.02870 -2.05531  0.330
H 4.18288 -3.54877 -1.35300  0.416
H 3.69081 -5.47374 0.11161  0.422
H 1.37786 -5.90313 0.86311  0.411
H -0.45548 -4.41005 0.13945  0.382

3.
# C4H12NO

A 2-piece molecular cluster, C4H12NO overall in a non-equilibrium geometry (ωB97M-V with the def2-TZVPD basis set, the Open Molecules 2025 dataset).

Values from the calculation:
Kohn-Sham gap, Eh: 0.4507
Max |F|, hartree/bohr: 0.101
LUMO, eV: -3.19
Charge: +1

Each line ends with the natural charge from an NBO analysis.
Element x y z (Å)
C -1.20370 1.01955 -0.58952  -0.221
N -0.74920 -0.41627 -0.33076  -0.541
C -0.01963 -0.42075 1.12815  -0.235
C 0.73013 0.93206 0.86451  -0.430
C -0.23581 1.92671 0.21380  -0.423
H -1.04212 1.23073 -1.61167  0.230
H -2.24662 1.02390 -0.34143  0.233
H -0.01869 -0.67130 -1.02047  0.443
H -1.38096 -1.21451 -0.30358  0.440
H 0.64542 -1.40652 1.03501  0.295
H -0.86296 -0.02912 1.78350  0.249
H 1.29035 1.27200 1.76774  0.266
H 1.57040 0.78303 -0.03488  0.209
H 0.17939 2.71709 -0.35667  0.254
H -0.88472 2.42438 1.09473  0.224
H 1.24970 -3.49041 -0.48051  0.484
H 1.50015 -3.02764 -1.85743  0.489
O 1.47889 -2.65291 -0.96053  -0.966

4.
# C31H11Cl101O3

C31H11Cl101O3 as an isolated structure in a non-equilibrium geometry (ωB97M-V with the def2-TZVPD basis set, the Open Molecules 2025 dataset).

Values from the calculation:
Kohn-Sham gap, Eh: 0.3631
Max |F|, hartree/bohr: 0.186
LUMO, eV: -0.36
Charge: 0

Each line ends with the Mulliken charge.
Element x y z (Å)
O -0.24369 0.23658 3.46789  -0.400
C 0.55766 0.56942 2.43510  0.420
Cl 1.44021 -0.81472 1.49725  0.063
O 0.83172 1.94680 1.98897  -0.282
C -0.41385 2.69364 1.71045  -0.102
C -0.79179 2.42572 0.13948  -0.147
C -2.33545 1.95621 -0.14165  1.092
C -2.94979 0.88671 0.93764  0.449
C -4.11718 1.72300 1.79481  0.680
O -4.91554 0.85780 2.67844  -0.573
H -1.27843 2.50424 2.47516  -0.157
H -0.12865 3.84702 1.81942  0.289
H -0.64977 3.46784 -0.42490  0.281
H -0.00609 1.69473 -0.37907  -0.073
H -2.32594 1.39401 -1.19463  -0.347
H -3.10519 2.84205 -0.27456  -0.456
H -3.53127 -0.00367 0.40593  -0.466
H -2.16061 0.44339 1.69571  0.048
H -4.84334 2.15614 0.95311  -0.519
H -3.62924 2.64947 2.31985  -0.017
H -5.72314 1.43527 2.92059  0.353
C -0.82314 1.25929 -4.52579  -0.088
Cl -0.10584 -0.28375 -5.05425  -0.055
Cl -2.58601 1.06657 -4.35338  0.008
Cl -0.12156 1.73452 -2.95845  -0.007
Cl -0.47916 2.51980 -5.73709  0.048
C -6.82314 4.87082 0.14728  0.105
Cl -6.94577 4.36792 1.85222  -0.007
Cl -6.70752 6.64659 0.05869  -0.067
Cl -5.36977 4.14385 -0.58336  0.036
Cl -8.26952 4.32493 -0.73841  -0.097
C -3.06952 -2.92071 -0.97651  0.105
Cl -2.35222 -4.46375 -1.50497  -0.084
Cl -4.83239 -3.11342 -0.80410  -0.063
Cl -2.36793 -2.44548 0.59083  -0.016
Cl -2.72554 -1.66020 -2.18781  0.021
C 3.53048 -0.54571 -2.55985  0.003
Cl 4.33844 -1.47242 -3.84948  -0.056
Cl 4.41217 -0.76747 -1.02752  0.071
Cl 3.51481 1.18296 -2.99122  -0.057
Cl 1.85650 -1.12593 -2.37117  0.080
C 0.23048 2.66648 6.57918  0.127
Cl 0.85521 4.10696 7.42148  0.014
Cl -0.84463 3.17407 5.25212  -0.049
Cl 1.59258 1.72959 5.91469  -0.062
Cl -0.68124 1.65531 7.72842  -0.038
C 1.73048 5.60126 -7.29908  0.288
Cl 2.54621 4.06023 -6.93230  -0.022
Cl 0.03430 5.28445 -7.74313  -0.086
Cl 1.78162 6.65657 -5.86439  -0.098
Cl 2.55979 6.40381 -8.65651  -0.101
C -6.96952 0.28950 -1.18732  -0.031
Cl -5.19538 0.15928 -1.28841  0.160
Cl -7.63751 0.57802 -2.81370  0.053
Cl -7.63975 -1.22492 -0.53008  -0.115
Cl -7.40543 1.64561 -0.11708  -0.036
C -6.36952 3.96450 -4.35875  -0.053
Cl -7.83558 3.70914 -3.37884  -0.009
Cl -6.83503 4.34608 -6.03573  0.113
Cl -5.43010 5.31807 -3.68054  -0.102
Cl -5.37738 2.48472 -4.33987  0.195
C 3.53048 -5.66993 -4.90957  0.217
Cl 5.30462 -5.80014 -5.01066  -0.066
Cl 2.86249 -5.38140 -6.53595  -0.106
Cl 2.86025 -7.18434 -4.25233  -0.099
Cl 3.09457 -4.31382 -3.83933  0.025
C -9.06952 6.23007 -8.65957  0.320
Cl -10.53558 5.97471 -7.67966  -0.097
Cl -9.53503 6.61165 -10.33655  -0.099
Cl -8.13010 7.58364 -7.98136  -0.092
Cl -8.07738 4.75029 -8.64069  -0.063
C 6.66442 1.23021 1.95325  0.186
Cl 7.38173 -0.31282 1.42479  -0.043
Cl 4.90155 1.03750 2.12566  0.029
Cl 7.36601 1.70545 3.52059  -0.107
Cl 7.00840 2.49073 0.74195  -0.085
C -2.03558 -6.88163 2.19799  0.260
Cl -1.22762 -7.80833 0.90835  -0.109
Cl -1.15389 -7.10338 3.73031  -0.122
Cl -2.05125 -5.15296 1.76662  0.062
Cl -3.70956 -7.46184 2.38667  -0.103
C -3.83558 2.21837 10.83873  0.302
Cl -4.20710 3.41813 9.57489  -0.068
Cl -5.30301 1.88790 11.79372  -0.102
Cl -3.26996 0.70984 10.07779  -0.083
Cl -2.56225 2.85762 11.90851  -0.060
C -7.73558 0.31023 -6.94150  0.162
Cl -7.29391 0.92091 -8.55605  -0.096
Cl -8.67802 -1.19219 -7.11212  -0.013
Cl -6.25554 -0.02009 -6.00608  0.016
Cl -8.71484 1.53230 -6.09177  -0.051
C 2.46442 -9.60955 2.62553  0.152
Cl 1.09750 -8.49495 2.87839  0.072
Cl 2.27890 -10.43021 1.05497  -0.121
Cl 3.99067 -8.69029 2.63865  0.016
Cl 2.49062 -10.82274 3.93011  -0.109
C 3.36442 5.49358 10.36303  0.310
Cl 3.95712 4.00430 9.58489  -0.089
Cl 2.35452 6.40391 9.21152  -0.100
Cl 2.39520 5.06941 11.79667  -0.029
Cl 4.75085 6.49669 10.85903  -0.100
C 6.66442 -5.92127 1.94521  0.146
Cl 6.54180 -6.42418 3.65014  -0.109
Cl 6.78004 -4.14550 1.85661  -0.027
Cl 8.11780 -6.64824 1.21456  0.045
Cl 5.21805 -6.46717 1.05952  -0.041
C 2.16442 1.77118 13.94804  0.334
Cl 2.85742 1.87573 12.30988  -0.042
Cl 1.18231 3.22225 14.27119  -0.108
Cl 1.13719 0.32022 14.06692  -0.094
Cl 3.48078 1.66652 15.14416  -0.093
C 6.96442 1.37658 -5.67899  0.175
Cl 8.12516 2.71726 -5.50572  -0.079
Cl 6.89388 0.45170 -4.15775  -0.030
Cl 5.35012 2.03283 -6.05045  0.038
Cl 7.48854 0.30454 -7.00205  -0.080
C 9.66442 -6.73376 -2.39968  0.200
Cl 10.35742 -6.62921 -4.03784  -0.111
Cl 8.68231 -5.28269 -2.07653  -0.025
Cl 8.63719 -8.18472 -2.28079  -0.081
Cl 10.98078 -6.83842 -1.20356  0.005
C -5.63558 7.53483 4.25487  0.239
Cl -4.90286 6.39316 3.09968  0.003
Cl -5.56214 6.84735 5.89698  -0.078
Cl -4.74147 9.07550 4.21550  -0.093
Cl -7.33585 7.82332 3.80730  -0.083
C 1.26442 -3.66517 4.92391  0.025
Cl 1.14180 -4.16807 6.62885  -0.120
Cl 1.38004 -1.88940 4.83532  0.047
Cl 2.71780 -4.39214 4.19327  -0.021
Cl -0.18195 -4.21106 4.03822  0.023
C -8.03558 -5.09417 -7.27303  0.338
Cl -6.87484 -3.75350 -7.09976  -0.041
Cl -8.10612 -6.01906 -5.75179  -0.090
Cl -9.64988 -4.43792 -7.64449  -0.114
Cl -7.51146 -6.16621 -8.59609  -0.098
C 12.66442 -6.81697 2.31594  0.264
Cl 13.39714 -7.95864 1.16075  -0.104
Cl 12.73786 -7.50445 3.95806  -0.103
Cl 13.55853 -5.27630 2.27657  -0.096
Cl 10.96415 -6.52848 1.86837  0.024
C 7.56442 2.05963 -10.68832  0.277
Cl 6.37197 2.59389 -11.89966  -0.103
Cl 6.83611 2.13602 -9.06403  0.009
Cl 8.05809 0.38406 -11.03962  -0.109
Cl 8.99153 3.12454 -10.74996  -0.099

> Which value of charge does entry 2 give?

+1